1.
One molecule with the formula C4H8O2, computed with ωB97M-V with the def2-TZVPD basis set.

Cartesian coordinates (Å):
C  -1.0269  -0.7651  0.7268
C  -0.1942  0.4120  0.2042
C  -0.9662  1.1195  -0.8913
O  -2.0194  1.6902  -0.7164
C  1.1808  -0.0080  -0.3111
O  1.7590  -0.8841  0.6283
H  -1.9688  -0.3844  1.1271
H  -0.4818  -1.2818  1.5188
H  -1.2588  -1.4900  -0.0636
H  -0.0646  1.1298  1.0275
H  -0.5312  1.0497  -1.9183
H  1.0813  -0.4919  -1.2985
H  1.7994  0.8917  -0.4509
H  2.6913  -0.9877  0.4174

net charge: 0
E_LUMO: 0.7 eV
SMILES string: C[C@H](C=O)CO

Atomic partial charges in e from the Löwdin method, atoms 1 to 5: number 1, C, carries -0.050; number 2, C, carries -0.325; number 3, C, carries -0.235; number 4, O, carries 0.056; number 5, C, carries -0.262



2.
One molecule with the formula C3H6BrNO, computed with ωB97M-V with the def2-TZVPD basis set.

Cartesian coordinates (Å):
C  0.4149  -0.0526  -1.3128
C  -0.4711  -0.1528  0.3336
C  0.3150  0.8206  1.2230
Br  -2.3862  0.4963  -0.3894
N  -0.2496  -1.4988  0.3663
O  -1.0475  -2.4082  0.2335
H  -0.2281  -0.5240  -2.0417
H  0.5394  1.0457  -1.4235
H  1.3547  -0.7284  -1.2951
H  0.0234  0.8648  2.2225
H  0.5010  1.8125  0.7750
H  1.2341  0.3248  1.3087

net charge: 0
E_LUMO: -0.4 eV
SMILES string: CC(C)(Br)N=O

Atomic partial charges in e from the Löwdin method, atoms 1 to 5: number 1, C, carries -0.027; number 2, C, carries -0.664; number 3, C, carries -0.080; number 4, Br, carries 0.478; number 5, N, carries -0.132



3.
One molecule with the formula C3H9BrSSi, computed with ωB97M-V with the def2-TZVPD basis set.

Cartesian coordinates (Å):
C  -0.2738  -1.5196  0.5663
C  -1.1845  0.5064  -1.7762
C  1.7217  0.3399  0.2558
Si  -0.1433  0.1725  -0.1922
S  -0.6794  1.3475  3.0836
Br  -0.6106  2.4054  1.2190
H  -1.3039  -1.8723  0.6733
H  0.3274  -2.1093  -0.0795
H  0.3209  -1.5827  1.5926
H  -1.3134  1.5390  -2.1769
H  -0.9345  -0.0751  -2.7049
H  -2.1578  0.0334  -1.6384
H  2.2192  -0.5720  -0.1865
H  2.2569  1.2308  0.0582
H  1.7551  0.1562  1.3057

net charge: 0
E_LUMO: -0.2 eV

Atomic partial charges in e from the Löwdin method, atoms 1 to 5: number 1, C, carries -0.221; number 2, C, carries -0.221; number 3, C, carries -0.252; number 4, Si, carries 0.566; number 5, S, carries -0.327



4.
A 3-piece molecular cluster, C3H12O2S2 overall, computed with ωB97M-V with the def2-TZVPD basis set.

Cartesian coordinates (Å):
C  -1.0304  -1.0213  -1.6452
C  -0.8728  -1.9596  -0.4418
S  0.6822  -1.6499  0.5564
S  0.7884  -0.0760  1.7770
C  1.1145  1.4274  0.8266
H  -0.1598  -0.6648  -2.2032
H  -1.5487  -0.0820  -1.3550
H  -1.6986  -1.5082  -2.3701
H  -1.7780  -1.8685  0.1541
H  -0.6874  -2.9825  -0.7570
H  2.1037  1.4166  0.3885
H  0.4269  1.6058  0.0025
H  1.0985  2.3399  1.4249
O  0.8745  2.1788  -1.9887
H  0.7423  3.0982  -2.2152
H  0.5876  1.6642  -2.7552
O  -2.3935  1.6729  -0.6389
H  -1.5788  2.1438  -0.7523
H  -2.5644  1.6221  0.3086

net charge: 0
E_LUMO: 0.4 eV
SMILES string: CCSSC.O.O

Atomic partial charges in e from the Löwdin method, atoms 1 to 5: number 1, C, carries -0.182; number 2, C, carries -0.530; number 3, S, carries 0.424; number 4, S, carries 0.392; number 5, C, carries -0.487



5.
C12H14BiN2PS as an isolated structure, computed with ωB97M-V with the def2-TZVPD basis set.

Cartesian coordinates (Å):
C  1.7828  -2.5124  -1.4375
C  2.4170  -3.1323  -0.3160
C  1.3966  -3.6959  0.4974
C  0.1457  -3.5453  -0.1759
C  0.3806  -2.8023  -1.3665
Bi  1.4282  0.9708  -1.3051
P  0.1112  1.1485  -3.5508
H  2.2664  -1.9381  -2.2374
H  3.4870  -3.0981  -0.1030
H  1.5526  -4.2208  1.4399
H  -0.3460  -2.5178  -2.1282
H  -0.8229  -3.8978  0.1647
H  -0.6432  -0.0150  -3.9614
H  0.9707  1.3534  -4.6917
H  -0.8054  2.2531  -3.6618
N  -2.1366  -0.0104  -1.4194
C  -1.7891  0.6511  -0.2905
N  -0.5112  0.6783  0.1119
C  -0.4095  1.2589  1.3914
C  0.8086  1.4317  2.0384
C  0.8637  2.3799  3.0680
C  -0.2920  3.0774  3.4480
C  -1.5259  2.8493  2.8137
C  -1.5782  1.9289  1.7652
S  -2.8859  1.6188  0.6023
H  -3.1172  -0.0254  -1.6580
H  -1.5647  -0.8143  -1.6708
H  1.6764  0.8502  1.6974
H  1.8085  2.5639  3.5839
H  -0.2448  3.8171  4.2493
H  -2.4234  3.3946  3.1024

net charge: 0
E_LUMO (alpha / beta): -1.2 / -1.2 eV

Atomic partial charges in e from the Löwdin method, atoms 1 to 5: number 1, C, carries -0.311; number 2, C, carries -0.208; number 3, C, carries -0.202; number 4, C, carries -0.209; number 5, C, carries -0.266



6.
C18H45F2O12P3Zn as an isolated structure, computed with ωB97M-V with the def2-TZVPD basis set.

Cartesian coordinates (Å):
Zn  0.4086  -0.7189  -1.1323
F  0.5618  -2.3796  -2.1382
F  1.4920  0.7512  -1.8875
C  0.2547  -0.4684  5.0420
C  0.7320  -0.7758  3.6273
O  0.6389  0.4223  2.8238
P  -0.5813  0.6498  1.8254
O  -0.5125  -0.1338  0.5614
O  -1.8128  0.3360  2.8120
C  -2.8383  -0.5142  2.4246
C  -2.5890  -1.8679  3.0702
O  -0.8134  2.2866  1.6850
C  0.1390  3.1581  1.1022
C  -0.1905  3.4377  -0.3222
H  -0.8332  -0.4347  4.9833
H  0.5113  -1.2862  5.7154
H  0.6991  0.4114  5.5072
H  1.7924  -0.9995  3.7447
H  0.3255  -1.6132  3.0603
H  -3.8549  -0.3872  2.7967
H  -3.0121  -0.6323  1.3550
H  -3.3289  -2.6423  2.8680
H  -1.7024  -2.3199  2.6254
H  -2.4191  -1.7573  4.1412
H  0.0536  4.1408  1.5659
H  1.1295  2.8175  1.4038
H  -0.3983  2.4265  -0.6722
H  -1.0884  4.0212  -0.5253
H  0.7192  3.6646  -0.8782
C  -5.0529  1.9823  0.4089
C  -4.1927  2.3776  -0.7802
O  -3.1271  1.5356  -0.7551
P  -2.6012  0.8219  -2.1638
O  -1.3158  0.0948  -2.0734
O  -3.9541  -0.0860  -2.5004
C  -3.8537  -1.1017  -3.4475
C  -5.0809  -0.9263  -4.3436
O  -2.6985  1.9989  -3.2911
C  -1.4839  2.5851  -3.8278
C  -1.8383  3.4329  -4.9741
H  -5.5246  1.0297  0.1678
H  -4.5566  1.8425  1.3692
H  -5.8336  2.7339  0.5261
H  -4.8257  2.4115  -1.6669
H  -3.6680  3.3283  -0.6854
H  -2.8893  -1.0917  -3.9555
H  -4.0857  -1.9404  -2.7912
H  -5.9746  -0.7533  -3.7440
H  -5.0725  -0.1062  -5.0616
H  -5.1543  -1.8857  -4.8557
H  -0.8365  3.0190  -3.0658
H  -0.8228  1.8229  -4.2402
H  -0.9580  3.7530  -5.5314
H  -2.4995  2.8979  -5.6557
H  -2.2491  4.4251  -4.7873
C  3.9214  2.0994  0.4384
C  4.6372  0.8241  0.0770
O  4.1294  -0.1123  1.0955
P  3.2949  -1.4444  0.7944
O  1.9824  -1.1686  0.2079
O  3.2207  -2.3871  2.1388
C  4.1699  -3.3592  2.3953
C  3.6581  -3.8991  3.7582
O  4.3752  -2.1576  -0.2510
C  3.9181  -2.7818  -1.3972
C  5.1507  -3.2727  -2.0050
H  3.6606  2.8182  -0.3384
H  2.9642  1.8837  0.9131
H  4.5907  2.5517  1.1702
H  4.3197  0.4937  -0.9120
H  5.7206  0.9153  0.1553
H  4.3488  -4.0292  1.5544
H  5.1055  -2.8130  2.5154
H  3.7051  -3.1290  4.5282
H  2.5703  -3.9607  3.7257
H  4.1682  -4.7883  4.1285
H  3.1820  -3.5765  -1.2755
H  3.4191  -2.1819  -2.1583
H  5.0463  -3.5346  -3.0579
H  5.9724  -2.5653  -2.1162
H  5.4360  -4.2184  -1.5441

net charge: 0
E_LUMO: -4.8 eV

Atomic partial charges in e from the Löwdin method, atoms 1 to 5: number 1, Zn, carries 0.622; number 2, F, carries -0.544; number 3, F, carries -0.531; number 4, C, carries -0.054; number 5, C, carries -0.238



Looking at max |F| for the records above, in order, we have 0.80 5.22 2.92 1.82 2.31 6.15 eV/A.